{"formula": "C23H25Br3N3O11V", "method": "ωB97M-V/def2-TZVPD", "symbols": ["O", "V", "O", "O", "C", "C", "O", "H", "H", "H", "H", "C", "C", "O", "H", "H", "H", "H", "H", "C", "C", "C", "C", "C", "C", "N", "O", "O", "H", "H", "H", "H", "H", "C", "C", "C", "C", "C", "C", "N", "O", "O", "H", "H", "H", "H", "H", "C", "C", "C", "C", "C", "C", "N", "O", "O", "H", "H", "H", "H", "H", "C", "Br", "Br", "Br", "H"], "coordinates": [[-3.39, -2.87, 3.55], [-2.05, -3.69, 3.29], [-1.43, -4.14, 4.67], [-2.06, -3.50, -2.56], [-0.99, -2.87, -3.04], [0.39, -2.92, -2.25], [0.95, -4.11, -2.11], [-1.22, -1.78, -3.17], [-0.76, -3.26, -4.05], [0.32, -2.48, -1.23], [1.05, -2.23, -2.83], [-1.58, -0.84, 1.73], [-0.33, -1.70, 1.80], [-0.51, -3.04, 2.04], [-2.27, -0.89, 2.58], [-2.23, -1.22, 0.93], [-1.31, 0.20, 1.52], [0.44, -1.20, 2.42], [0.05, -1.57, 0.77], [-1.77, 3.96, -0.76], [-1.34, 2.99, 0.14], [-1.85, 2.95, 1.43], [-2.92, 3.76, 1.72], [-3.44, 4.66, 0.81], [-2.87, 4.76, -0.43], [-3.55, 3.65, 3.04], [-4.71, 4.02, 3.13], [-2.93, 3.12, 3.93], [-1.35, 3.97, -1.76], [-0.51, 2.38, -0.17], [-1.45, 2.17, 2.07], [-4.32, 5.23, 1.08], [-3.22, 5.42, -1.21], [3.50, -2.03, 2.52], [4.56, -1.29, 2.01], [4.88, -1.40, 0.67], [4.11, -2.19, -0.17], [3.02, -2.89, 0.33], [2.71, -2.81, 1.68], [4.38, -2.27, -1.60], [5.20, -1.50, -2.08], [3.83, -3.17, -2.18], [3.24, -2.11, 3.57], [5.10, -0.57, 2.61], [5.69, -0.89, 0.15], [2.41, -3.42, -0.41], [1.79, -3.28, 1.99], [0.21, 0.67, -1.82], [0.34, 1.63, -2.82], [1.62, 2.13, -3.08], [2.70, 1.70, -2.33], [2.53, 0.78, -1.31], [1.28, 0.26, -1.05], [4.03, 2.22, -2.61], [4.14, 3.04, -3.51], [4.97, 1.80, -1.94], [-0.76, 0.18, -1.73], [-0.51, 1.93, -3.41], [1.77, 2.76, -3.95], [3.39, 0.48, -0.72], [1.15, -0.53, -0.33], [-5.56, 0.25, 0.87], [-5.01, 1.67, -0.32], [-7.49, 0.11, 0.81], [-4.89, 0.48, 2.65], [-5.15, -0.65, 0.45]], "e_tot_ha": -10548.933984, "total_charge": -2, "e_homo_ev": 0.427, "fmax_ev_per_a": 3.198, "homo_lumo_gap_ha": 0.0876}